--- P ---
Here is a cluster of 2 separate species, C3H5BrS in total from OMol25. Energies are from ωB97M-V/def2-TZVPD.

```
10
C3H5BrS | OMol25 | ωB97M-V/def2-TZVPD
C 0.513 0.542 1.353
C 1.036 -0.294 0.496
C -1.247 -0.437 -1.330
S 0.925 2.096 1.798
Br -0.481 0.467 -2.837
H -0.298 0.142 2.124
H 1.980 0.035 -0.048
H 0.694 -1.291 0.442
H -1.705 -1.370 -1.575
H -1.418 0.109 -0.424
```

The calculation puts the orbital gap (alpha / beta) at 8.65 / 6.66 eV. The LUMO energy (alpha / beta) is -0.44 / -2.06 eV. As for the charge: 0. The HOMO energy (alpha / beta) is -0.3341 / -0.3205 hartree.


--- Q ---
Here is a cluster of 2 separate species, C3H5BrS in total from OMol25. Energies are from ωB97M-V/def2-TZVPD.

```
10
C3H5BrS | OMol25 | ωB97M-V/def2-TZVPD
C 0.745 -1.559 0.507
C 0.982 -0.364 -0.029
C -0.641 1.430 -0.482
S -2.124 0.673 -0.690
Br 2.524 0.089 -0.813
H 1.302 -2.456 0.437
H 0.066 -1.659 1.352
H -0.491 1.813 0.537
H -0.144 1.807 -1.366
H -2.217 0.225 0.545
```

The calculation puts the orbital gap (alpha / beta) at 7.92 / 7.45 eV. The LUMO energy (alpha / beta) is -0.18 / -0.34 eV. As for the charge: 0. The HOMO energy (alpha / beta) is -0.2976 / -0.2862 hartree.


Of them, Q has the lowest stability.


--- P ---
Here is the ion C8H10NO with charge +1 from OMol25. Energies are from ωB97M-V/def2-TZVPD.

```
20
C8H10NO | OMol25 | ωB97M-V/def2-TZVPD
C -0.934 3.065 -3.406
C -0.787 2.606 -2.238
N -0.731 2.007 -1.203
C -0.476 1.616 -0.049
C -0.576 1.032 1.123
C -1.386 -0.231 1.261
C -0.435 -1.360 1.445
C 0.743 -1.514 0.800
C 1.744 -2.545 1.030
O 1.125 -0.567 -0.200
H -1.512 3.971 -3.484
H -0.307 2.721 -4.116
H 0.307 1.022 1.800
H -2.017 -0.011 2.088
H -2.014 -0.183 0.316
H -0.600 -2.075 2.191
H 2.728 -2.079 1.160
H 1.421 -3.256 1.900
H 1.883 -3.278 0.230
H 1.825 -0.939 -0.647
```

The calculation puts the orbital gap at 7.39 eV. The structure (SMILES) is C=C=[N+]=C=CC/C=C(/C)O. The LUMO energy is -5.09 eV. As for the charge: +1. The HOMO energy is -0.4585 hartree.


--- Q ---
Here is a cluster of 2 separate species, C8H10NO in total from OMol25. Energies are from ωB97M-V/def2-TZVPD.

```
20
C8H10NO | OMol25 | ωB97M-V/def2-TZVPD
C 3.591 -0.222 0.033
C 2.575 -1.156 -0.133
C 3.301 1.135 0.115
C 1.264 -0.739 -0.203
C 2.002 1.579 0.023
C 0.962 0.633 -0.130
C -2.242 -0.752 -0.063
C -0.348 1.096 -0.157
N -3.163 0.355 0.081
O -1.124 1.989 -0.164
H 4.616 -0.551 0.104
H 2.814 -2.206 -0.187
H 4.105 1.842 0.245
H 0.459 -1.447 -0.320
H 1.758 2.630 0.068
H -2.209 -1.224 -1.024
H -2.050 -1.336 0.814
H -2.619 1.288 0.017
H -3.872 0.381 -0.659
H -3.636 0.340 0.989
```

The calculation puts the orbital gap (alpha / beta) at 7.66 / 7.67 eV. The LUMO energy (alpha / beta) is -4.41 / -4.41 eV. As for the charge: +1. The HOMO energy (alpha / beta) is -0.4438 / -0.4439 hartree.


Of them, P has the lowest stability.


--- P ---
Here is a cluster of 11 separate species, H22O11 in total from OMol25. Energies are from ωB97M-V/def2-TZVPD.

```
33
H22O11 | OMol25 | ωB97M-V/def2-TZVPD
O -1.218 -1.505 -2.654
H -1.674 -1.151 -1.890
H -1.198 -0.779 -3.278
O 2.591 -1.707 -1.318
H 2.085 -2.447 -0.981
H 3.500 -2.006 -1.290
O 1.418 0.316 3.175
H 0.552 0.612 2.896
H 1.456 0.531 4.107
O 0.101 2.654 -2.098
H 0.261 3.545 -1.787
H 0.246 2.102 -1.330
O -0.693 2.476 1.690
H 0.153 2.880 1.883
H -0.486 1.767 1.080
O 3.627 0.380 1.202
H 3.013 0.547 1.917
H 3.073 0.288 0.427
O -2.248 -0.454 -0.474
H -2.482 0.271 0.106
H -2.829 -1.168 -0.211
O -1.297 0.737 -4.057
H -0.985 1.142 -3.248
H -1.343 1.458 -4.685
O -1.655 -0.544 3.108
H -1.510 -1.152 2.382
H -1.851 -1.108 3.856
O 0.402 0.529 0.019
H -0.377 0.438 -0.530
H 0.540 -0.343 0.387
O -0.314 -2.398 0.439
H -0.063 -2.867 1.235
H -0.794 -3.044 -0.078
```

The calculation puts the orbital gap (alpha / beta) at 10.85 / 2.47 eV. The LUMO energy (alpha / beta) is -3.29 / -10.79 eV. Its spin multiplicity is 2. As for the charge: +1. The HOMO energy (alpha / beta) is -0.5197 / -0.4874 hartree.


--- Q ---
Here is a cluster of 11 separate species, H22O11 in total from OMol25. Energies are from ωB97M-V/def2-TZVPD.

```
33
H22O11 | OMol25 | ωB97M-V/def2-TZVPD
O 1.618 0.612 -1.442
H 0.712 0.654 -1.189
H 2.060 0.233 -0.733
O 4.421 2.621 0.174
H 4.027 2.595 -0.735
H 4.100 3.483 0.553
O 2.355 -0.812 2.058
H 1.911 -0.438 2.870
H 1.639 -0.985 1.535
O 1.485 3.209 -1.133
H 1.716 2.263 -0.838
H 1.074 3.038 -2.028
O -3.554 -1.942 2.931
H -2.726 -1.546 2.840
H -4.175 -1.394 2.434
O -2.678 -1.191 -0.920
H -3.229 -2.093 -0.864
H -2.981 -0.670 -1.622
O -2.229 -0.649 -3.739
H -2.772 -0.518 -4.569
H -1.437 -0.178 -3.662
O 1.314 -2.237 -3.111
H 1.556 -1.327 -3.256
H 2.149 -2.769 -3.219
O -1.345 0.037 4.475
H -1.266 -0.872 4.757
H -0.608 0.549 4.298
O -0.342 0.701 1.665
H -1.154 0.966 2.182
H 0.089 1.470 1.117
O -0.160 -0.981 -0.218
H -0.849 -1.314 -0.998
H -0.723 -0.515 0.385
```

The calculation puts the orbital gap (alpha / beta) at 10.00 / 3.14 eV. The LUMO energy (alpha / beta) is -3.90 / -10.74 eV. Its spin multiplicity is 2. As for the charge: +1. The HOMO energy (alpha / beta) is -0.5107 / -0.5100 hartree.


Of them, Q has the lowest stability.


--- P ---
Here is a structure of composition C6H7NO3 from OMol25. Energies are from ωB97M-V/def2-TZVPD.

```
17
C6H7NO3 | OMol25 | ωB97M-V/def2-TZVPD
C -1.390 -1.130 1.526
C -0.878 -2.104 0.744
C -1.003 0.278 1.012
C 0.692 0.805 -0.697
C 0.115 -1.769 -0.294
C 0.960 2.216 -0.347
N -0.189 0.058 -0.027
O -1.423 1.307 1.469
O 1.284 0.347 -1.636
O 1.357 -2.030 -0.041
H -2.078 -1.133 2.348
H -1.196 -3.053 1.039
H -0.240 -1.950 -1.400
H 0.895 2.674 -1.303
H 1.980 2.266 -0.048
H 0.342 2.483 0.470
H 1.850 -1.960 -0.827
```

The calculation puts the orbital gap at 10.09 eV. The LUMO energy is 0.25 eV. As for the charge: 0. The HOMO energy is -0.3616 hartree.


--- Q ---
Here is an isolated molecule of C6H7NO3 from OMol25. Energies are from ωB97M-V/def2-TZVPD.

```
17
C6H7NO3 | OMol25 | ωB97M-V/def2-TZVPD
H 1.106 -1.905 0.222
N 2.023 -1.476 0.124
C 1.983 -0.186 0.168
O 3.154 0.296 -0.186
C 0.797 0.666 -0.293
O 0.941 1.551 -1.091
C -0.594 0.302 0.290
C -1.516 1.518 0.246
O -0.339 -0.123 1.612
C -1.135 -0.802 -0.535
C -1.575 -1.708 -1.204
H 3.567 -0.734 -0.449
H -1.062 2.342 0.809
H -1.688 1.837 -0.789
H -2.483 1.253 0.694
H -1.172 -0.268 2.073
H -2.008 -2.564 -1.691
```

The calculation puts the orbital gap at 9.96 eV. The structure (SMILES) is [H]/N=C(/O)C(=O)[C@](C)(O)C#C. The LUMO energy is -0.10 eV. As for the charge: 0. The HOMO energy is -0.3699 hartree.


Of them, Q has the lowest stability.


--- P ---
Here is a structure of composition C8H10O2 from OMol25. Energies are from ωB97M-V/def2-TZVPD.

```
20
C8H10O2 | OMol25 | ωB97M-V/def2-TZVPD
C 1.247 -2.697 -0.924
C 0.585 -1.365 -0.780
C -0.803 -0.960 -1.002
C -1.255 0.216 -0.533
C -0.378 1.088 0.270
C -1.056 2.257 1.265
C 0.872 0.576 0.567
C 1.366 -0.492 -0.101
H 1.719 -2.725 -1.960
H 2.017 -2.711 0.056
H 0.625 -3.865 -0.669
H -1.278 -1.669 -1.550
H -2.592 1.690 -1.128
H -0.542 2.318 2.229
H -1.207 3.203 0.649
H -2.136 1.832 1.184
H 1.186 2.081 1.733
H 2.496 -0.509 -0.027
O -2.392 0.615 -1.028
O 1.524 1.114 1.751
```

The calculation puts the orbital gap at 8.68 eV. The LUMO energy is 0.34 eV. As for the charge: 0. The HOMO energy is -0.3063 hartree.


--- Q ---
Here is a cluster of 2 separate species, C8H10O2 in total from OMol25. Energies are from ωB97M-V/def2-TZVPD.

```
20
C8H10O2 | OMol25 | ωB97M-V/def2-TZVPD
C -2.360 1.263 0.153
C -1.629 0.789 -0.672
C -0.727 0.237 -1.651
C -1.079 -1.178 -2.033
O 0.196 0.858 -2.117
H -2.997 1.670 0.884
H -2.063 -1.190 -2.498
H -0.341 -1.570 -2.729
H -1.123 -1.799 -1.140
C 1.688 -1.874 0.481
C 1.203 -0.754 0.918
C 0.753 0.377 1.387
C 1.266 1.717 0.955
O -0.249 0.461 2.332
H 2.526 -2.359 0.963
H 1.299 -2.372 -0.395
H 1.834 2.172 1.766
H 0.423 2.362 0.720
H 1.899 1.615 0.079
H -0.520 -0.424 2.597
```

The calculation puts the orbital gap at 9.18 eV. The structure (SMILES) is C#CC(C)=O.C=C=C(C)O. The LUMO energy is 0.48 eV. As for the charge: 0. The HOMO energy is -0.3195 hartree.


Of them, P has the lowest stability.